[1]
ORCA calculation (the ωB97M-V functional and the def2-TZVPD basis) on a molecular structure, C27H45IrN6PS3Se2.

Structure (XYZ):
```
85
Properties=species:S:1:pos:R:3:lowdin_charge:R:1
C -1.55925 -3.52190 -2.87244 -0.17
N 0.33496 4.59162 0.71654 0.01
C -6.00636 0.57263 1.33840 -0.18
H -1.02194 2.87800 -5.46953 0.11
C 0.25068 -1.81177 2.68043 -0.34
H 4.31886 7.71960 -2.54462 0.11
C -1.57242 3.18978 -4.57986 -0.17
C -3.24135 -1.41544 -3.44532 -0.18
C -4.62589 1.22760 1.45756 -0.18
H -4.08069 -2.10438 -3.29947 0.12
C 2.38604 1.66489 2.10155 -0.50
S -0.88910 2.83608 2.38188 0.44
H -4.74383 -1.54404 -1.10617 0.10
H 1.69689 -0.79125 -0.01911 0.01
H -0.75027 -4.17073 -2.53644 0.11
H 0.73230 8.08443 -0.22398 0.12
C -1.18845 5.74495 -0.66502 -1.13
C 2.55653 8.05662 -1.37271 -0.06
H -4.14110 1.60971 -2.85472 0.11
C 1.25808 6.11854 -0.87850 -0.24
C -4.68511 -0.83401 -0.28411 -0.20
H -6.76838 1.34851 1.24992 0.11
C 2.23134 0.07687 -0.38613 -0.31
H 0.36302 -1.90297 1.60460 0.01
H -4.21762 -1.35145 0.56485 0.12
H -3.11129 2.07423 0.17620 0.03
H 2.10067 0.16024 -1.46241 0.03
C -6.07174 -0.35376 0.10894 -0.17
H -0.66452 -3.24928 -4.83187 0.11
H 3.29353 0.02724 -0.14926 0.05
N -3.87513 0.32479 -0.71658 -0.20
H 1.05431 -2.30968 3.21911 0.04
H 0.35138 3.29049 -3.58047 0.12
C -2.85052 2.34278 -4.44221 -0.16
H -3.67094 -0.44282 -3.67200 0.10
C -4.06746 1.55546 0.08271 -0.23
H -2.01414 -1.05512 -5.20894 0.10
H 2.71404 9.12448 -1.29812 0.11
H -3.92698 0.55982 1.97119 0.10
N -2.47165 -1.33458 -2.20118 -0.23
P -2.38506 0.05414 -1.34894 0.55
H 1.96615 4.25038 -1.63885 0.09
H -1.82388 4.24219 -4.71495 0.11
C -0.75086 1.63334 -2.78224 -0.19
H -0.70919 -2.21527 2.99280 0.04
H -3.69164 2.82078 -4.94432 0.12
H -0.43956 0.91507 -3.55335 0.12
H -2.91745 -2.56089 -5.24004 0.11
H -1.00649 3.73929 -2.56785 0.08
H -4.73714 2.24260 -0.44526 0.12
N 0.10396 5.51600 -0.27462 -0.15
H -2.81561 -3.13127 -1.13503 0.11
C -2.33742 -1.89787 -4.59468 -0.16
H -6.22985 0.01576 2.24966 0.11
Se 1.49840 1.70379 0.38221 0.95
C -2.01628 -2.63657 -1.69854 -0.19
H -4.67805 2.14174 2.04999 0.12
H -0.36852 -1.93894 -3.69757 0.10
H -2.37499 -4.17410 -3.19465 0.12
H 3.95647 5.28033 -2.72178 0.11
H 3.45068 1.83942 1.93515 0.09
H -0.07118 1.51892 -1.94030 0.04
C -3.19215 2.12574 -2.97695 -0.19
S -1.75015 6.71035 -1.85927 0.63
C 2.16606 0.38608 2.86194 -0.48
H 2.55861 -0.48872 2.34553 0.07
H 1.97327 2.53156 2.61707 0.05
C 3.45741 7.26590 -2.07300 -0.07
C -0.68408 3.04248 -3.34032 -0.18
H -2.70767 1.36556 -4.91261 0.10
C -1.12298 -2.65062 -4.04496 -0.20
H -6.71574 -1.21250 0.29757 0.11
C 2.14690 5.31620 -1.57297 -0.02
Ir -0.60889 0.93102 1.09264 0.56
N -1.16471 -0.13429 -0.30151 -0.39
H -6.49596 0.18137 -0.74434 0.12
S -2.17276 4.73268 0.35614 1.00
C 1.44749 7.48270 -0.76860 -0.02
C -0.77328 4.08821 1.12861 -1.07
H -3.28634 3.09371 -2.47307 0.12
H -1.18886 -2.45488 -1.01337 0.09
H 2.65121 0.45393 3.83480 0.09
N -2.12315 1.33466 -2.32537 -0.18
Se 0.26995 0.05414 3.18541 0.91
C 3.25670 5.89500 -2.17033 -0.07
```

Lowest unoccupied orbital energy   -3.7 eV
Calculated total energy   -7827.2815 a.u.
Kohn-Sham gap   6.390 eV
Charge   +1



[2]
ORCA calculation (the ωB97M-V functional and the def2-TZVPD basis) on C9H11ClN2O in the gas phase.

Structure (XYZ):
```
24
Properties=species:S:1:pos:R:3:nbo_charge:R:1
H 2.75373 1.09236 1.64382 0.22
H 3.92211 -1.26547 1.58107 0.19
C -2.17951 -1.21045 0.21528 -0.24
H 3.18367 0.93099 -1.45896 0.21
N 4.57491 -0.49278 -0.45423 -0.62
Cl -4.76251 -0.17935 0.18990 -0.01
C -3.00417 0.03544 0.29722 0.13
H 2.01976 -1.04334 0.60614 0.20
C -1.06860 1.45500 -0.24032 -0.04
C -0.26934 0.21732 -0.40427 0.32
H 1.95157 -1.48917 -1.24465 0.20
C 2.02436 -0.66852 -0.49551 -0.10
H -0.74510 2.54149 -0.42180 0.23
C 3.49483 0.91876 0.82805 -0.46
H -0.10782 -1.89049 0.01907 0.23
C -0.84138 -1.08453 -0.14070 -0.30
H -3.04745 -1.96469 0.43125 0.26
N -2.42769 1.28176 -0.02372 -0.41
C 3.26419 0.21224 -0.61298 -0.06
H 3.95572 1.99859 0.74010 0.23
C 4.34295 -0.25811 1.14816 -0.23
H 5.31285 -0.11317 1.61204 0.21
O 0.97237 0.31621 -0.75717 -0.50
H 4.37418 -1.50352 -0.90296 0.34
```

Lowest unoccupied orbital energy   0.5 eV
Calculated total energy   -994.3167 a.u.
Energy relative to the best compared isomer or geometry (same formula, charge and spin)   571.25 kJ/mol
Kohn-Sham gap   8.970 eV
SMILES   Clc1ccc(OC[C@H]2CCN2)cn1



[3]
ORCA calculation (the ωB97M-V functional and the def2-TZVPD basis) on a molecular structure, C47H40As2CrN6O4S2.

Structure (XYZ):
```
102
Properties=species:S:1:pos:R:3:lowdin_charge:R:1
H 4.02720 -4.50696 -2.04871 0.11
H 1.33174 -0.08474 4.67384 0.13
H 0.00000 -2.97044 1.16331 0.07
H -6.97097 -3.32912 2.82341 0.11
C -0.71496 3.90505 -3.95793 -0.12
N -2.44362 -1.68195 1.98670 0.10
H -3.01283 2.89010 -6.22942 0.11
C 2.95875 2.60691 -3.71568 -0.39
H 6.14012 2.63528 -5.92279 0.10
C -1.68648 4.44639 -0.11520 -0.35
H -7.74319 -4.40658 0.74019 0.11
H 0.04119 0.62349 -4.29084 0.10
H -1.97808 -3.02434 -2.15128 0.16
C 3.86619 -2.63562 -3.08456 -0.06
As -0.51191 2.91679 0.17122 1.31
H -2.63768 2.03718 1.98522 0.11
C -2.17913 2.83831 -5.54175 -0.07
H -3.77226 7.64557 -0.71680 0.11
C -5.92633 -4.06693 -0.31351 0.00
C -2.57509 -2.99157 -1.24715 -0.13
C -1.50896 1.63867 -5.34893 -0.07
N -3.77667 -3.56001 -1.31503 0.15
C 4.22585 2.55245 -3.13555 -0.14
H 1.08216 4.83337 0.51441 0.07
C 5.36720 2.56858 -3.92198 -0.09
H 3.48945 -0.69893 -3.95448 0.11
H 3.90298 2.71602 -6.96786 0.11
S -2.71871 0.35664 -1.56240 0.37
C 2.86368 0.60993 3.31974 -0.02
H -2.29792 4.90813 -4.99268 0.11
H -6.26600 -4.53289 -1.22900 0.12
C -1.78107 3.96854 -4.84625 -0.08
C -0.04627 2.70657 -3.75348 -0.41
C -1.66465 5.48724 0.81357 -0.11
C -1.98045 2.18678 4.01883 -0.07
C 0.39377 3.17786 2.98218 -0.12
H -1.07574 5.40787 1.72111 0.10
C -6.30954 -3.37904 1.96996 -0.06
H -2.39573 7.43066 1.33104 0.11
H -1.07468 2.44987 5.94838 0.11
C 3.19843 -1.40672 -3.18812 -0.05
O -3.60548 -0.69529 -1.96934 -0.27
C -2.46129 4.56636 -1.26049 -0.11
H 1.87771 2.70565 -5.57073 0.10
C -0.63560 2.82145 2.11717 -0.40
C -0.94812 2.54491 4.87755 -0.08
H 3.60535 0.75973 4.09264 0.12
N -2.06954 -2.43663 -0.18732 0.10
C 2.18832 0.67094 1.03031 -0.11
C 2.48161 -3.22605 -1.24627 -0.45
H 1.64030 -0.15012 -2.40278 0.02
H 2.57982 4.47430 -1.58225 0.07
H 6.34472 2.53369 -3.45873 0.10
C 1.59978 0.14222 3.65225 0.01
Cr -0.60067 -0.17205 -0.03493 0.81
C -3.20767 5.72086 -1.47198 -0.07
C -1.82738 2.32652 2.64684 -0.11
C 1.18659 3.88658 -0.02283 -0.44
C -2.86263 -2.31377 0.91811 -0.27
C 3.99648 2.66853 -5.89064 -0.08
C -4.64701 -3.51961 -0.23309 -0.16
C 0.23528 3.04491 4.35728 -0.09
C 1.54835 4.12767 -1.49027 -0.41
H 1.03755 3.34290 5.02079 0.11
O -1.22504 -0.14437 -1.79286 -0.45
H -2.91243 1.80623 4.41752 0.11
H 1.97013 3.31561 0.48327 0.04
H -1.81855 0.75086 -5.88477 0.11
H -0.98433 -0.92483 3.82252 0.15
H -2.49820 3.76568 -1.97993 0.06
H -3.81351 5.80275 -2.36530 0.11
H 1.32555 3.57901 2.60211 0.10
H -4.10523 -3.88647 -2.20984 0.17
O -2.89998 1.62103 -2.18648 -0.26
C 3.16763 0.86645 1.99415 -0.02
C -3.18650 6.75155 -0.54804 -0.08
C -0.45552 1.57295 -4.45345 -0.14
C 2.85247 2.66209 -5.10153 -0.10
S 1.80992 -4.15110 0.05265 1.13
H -0.42509 4.80927 -3.43610 0.09
N 0.81366 -1.81936 -0.38180 -0.02
As 1.42847 2.45199 -2.52389 1.29
C 0.72137 -2.87514 0.36989 -0.45
C 3.51542 -3.55744 -2.12226 -0.07
N -1.26045 -1.02309 1.78449 -0.08
C 0.68013 -0.03757 2.63353 -0.25
C -6.74595 -3.99088 0.78979 -0.05
C -2.41330 6.63299 0.60022 -0.08
O -2.56420 0.42060 -0.03792 -0.43
C -4.19484 -2.90375 0.93322 -0.07
C 2.17250 -1.08592 -2.32739 -0.03
H 4.14639 1.21175 1.69372 0.12
H 2.36939 0.86117 -0.02272 0.09
H -4.69398 -2.34692 2.93747 0.12
C 1.81766 -2.00116 -1.33880 -0.29
H 4.33183 2.49232 -2.05559 0.09
H 4.66610 -2.86602 -3.77468 0.11
C -5.04799 -2.83643 2.04175 0.00
C 5.25217 2.62357 -5.30498 -0.09
H 0.92257 4.90736 -1.92596 0.06
N 0.96990 0.24594 1.34966 0.01
C -0.61200 -0.67495 2.83486 -0.04
```

<S²>   3.79
Lowest unoccupied orbital energy (alpha / beta)   -3.5 / -3.8 eV
Calculated total energy   -8756.8087 a.u.
Energy relative to the best compared isomer or geometry (same formula, charge and spin)   100.39 kJ/mol
Kohn-Sham gap (alpha / beta)   6.461 / 6.252 eV
2S+1   4
Charge   +1



Number 3 is which compound?
C47H40As2CrN6O4S2